[1]
The following is a DFT calculation (the ωB97M-V functional and the def2-TZVPD basis) of the molecule C7H10.

Each line ends with the natural charge from an NBO analysis.
Atoms and positions in Å:
C (-1.47385, 1.88342, 0.78920)  -0.65
C (-0.36358, 1.06027, 0.23250)  0.04
C (0.83615, 0.41309, 0.89765)  -0.41
C (1.13823, -0.20731, -0.51736)  -0.28
C (1.00392, -1.70639, -0.59101)  -0.17
C (-0.15653, -2.34799, -0.70790)  -0.41
C (-0.06753, 0.58080, -0.97818)  -0.20
H (-1.90844, 1.39687, 1.66985)  0.22
H (-1.12721, 2.87310, 1.10802)  0.22
H (-2.26848, 2.01819, 0.04900)  0.22
H (0.60960, -0.32349, 1.67606)  0.21
H (1.60218, 1.10443, 1.27050)  0.20
H (2.10425, 0.11229, -0.92989)  0.21
H (1.92535, -2.28279, -0.51179)  0.20
H (-0.21879, -3.43297, -0.72288)  0.20
H (-1.09556, -1.80304, -0.77915)  0.20
H (-0.53971, 0.66151, -1.95460)  0.21

Computed properties:
- Energy: -7419.1240 eV
- Largest force on an atom: 0.219 eV Å⁻¹


[2]
The following is a DFT calculation (the ωB97M-V functional and the def2-TZVPD basis) of a structure of composition C16H47CrO15 at a distorted geometry.

Each line ends with the Mulliken spin population.
Atoms and positions in Å:
Cr (23.59604, 12.37408, -2.22804)  4.58
C (23.55162, 15.65271, -5.34217)  0.00
C (24.56553, 14.98286, -4.41916)  -0.02
O (23.90050, 14.26871, -3.36974)  -0.55
H (24.11255, 16.08087, -6.17291)  0.00
H (22.97189, 16.46760, -4.90863)  0.00
H (22.82561, 14.93851, -5.73070)  0.00
H (25.35934, 15.63704, -4.05860)  -0.02
H (25.16899, 14.26830, -4.97892)  -0.01
C (19.30900, 15.19821, -7.34795)  0.00
C (20.21998, 16.39703, -6.99363)  0.00
O (19.49713, 17.62374, -7.12708)  0.00
O (18.79759, 15.07821, -8.60733)  0.00
H (18.33054, 15.28423, -6.87540)  0.00
H (19.77968, 14.33335, -6.88041)  0.00
H (21.13758, 16.42368, -7.58136)  0.00
H (20.60467, 16.40068, -5.97378)  0.00
H (19.15068, 17.83348, -6.25669)  0.00
H (19.21323, 15.76409, -9.13497)  0.00
C (23.71994, 16.79635, -0.59779)  0.00
C (25.18293, 16.96426, -1.02578)  0.00
O (25.83421, 15.72647, -1.18432)  0.00
O (22.93387, 16.79421, -1.72470)  -0.01
H (23.44782, 17.64721, 0.02677)  0.00
H (23.50416, 15.91094, 0.00019)  0.00
H (25.67198, 17.48687, -0.20370)  0.00
H (25.20959, 17.65464, -1.86885)  0.00
H (25.42957, 15.28040, -1.93190)  0.01
H (23.07120, 15.99308, -2.23551)  0.01
C (27.53391, 11.72789, -5.31882)  0.00
C (27.87163, 12.75334, -6.37861)  0.00
O (28.47615, 12.28617, -7.56137)  0.00
O (26.75004, 10.70689, -5.88374)  0.00
H (26.90152, 12.13370, -4.52919)  0.01
H (28.42352, 11.29859, -4.85797)  0.00
H (28.42213, 13.56688, -5.90615)  0.00
H (26.88947, 13.19307, -6.55202)  0.00
H (29.39834, 12.12347, -7.34995)  0.00
H (26.90137, 9.96866, -5.28899)  0.00
C (21.94800, 19.84338, -5.23951)  0.00
C (21.46651, 19.60202, -3.81012)  0.00
O (21.50954, 20.81688, -3.09193)  0.00
O (23.36554, 19.87458, -5.42584)  0.00
H (21.66854, 20.83095, -5.60655)  0.00
H (21.51856, 19.15889, -5.97106)  0.00
H (22.16116, 18.80833, -3.53512)  0.00
H (20.45471, 19.23835, -3.98921)  0.00
H (22.43542, 21.00043, -2.91677)  0.00
H (23.56892, 19.94757, -6.36121)  0.00
C (25.35729, 17.42390, -9.06909)  0.00
C (26.27682, 16.17275, -9.02624)  0.00
O (26.01015, 15.34254, -10.11928)  0.00
O (25.71052, 18.31553, -10.12618)  0.00
H (25.49224, 17.83315, -8.06789)  0.00
H (24.30703, 17.13559, -9.11278)  0.00
H (26.15466, 15.72599, -8.03954)  0.00
H (27.29834, 16.54290, -9.11343)  0.00
H (26.56809, 15.63128, -10.84518)  0.00
H (25.54214, 17.82421, -10.93355)  0.00
C (23.75239, 12.42169, -7.56997)  0.00
C (23.43085, 11.56153, -8.75404)  0.00
O (22.36225, 10.70585, -8.45516)  0.00
O (24.29015, 11.67025, -6.49839)  0.00
H (22.88109, 12.97749, -7.22351)  0.00
H (24.48788, 13.21819, -7.68292)  0.00
H (24.33214, 11.04358, -9.08193)  0.00
H (23.14695, 12.13907, -9.63380)  0.00
H (21.61577, 11.30582, -8.38875)  0.00
H (25.18073, 11.34924, -6.65783)  0.00
C (19.58991, 14.27509, -3.20623)  -0.01
C (20.22742, 13.43224, -2.10922)  0.00
O (21.26484, 12.58709, -2.52396)  -0.01
O (20.23741, 15.52815, -3.63890)  0.00
H (18.57635, 14.55379, -2.91794)  0.00
H (19.36863, 13.64817, -4.07001)  0.00
H (19.52036, 12.79178, -1.58198)  0.00
H (20.74878, 14.14319, -1.46826)  0.00
H (20.96106, 11.94226, -3.16702)  0.00
H (21.15076, 15.26992, -3.78286)  0.00

Computed properties:
- ⟨S²⟩: 6.443
- Charge: +1
- 2S+1: 5
- Energy: -76472.6641 eV
- Largest force on an atom: 3.191 eV Å⁻¹


[3]
The following is a DFT calculation (the ωB97M-V functional and the def2-TZVPD basis) of a cluster of 3 separate species, C14H32FNO3S in total at a distorted geometry.

Each line ends with the natural charge from an NBO analysis.
Atoms and positions in Å:
C (1.77387, -4.72881, 0.43644)  -0.40
C (1.27538, -4.81932, -0.80753)  -0.03
N (0.15154, -4.01895, -1.26384)  -0.41
O (0.47498, -2.66307, -1.25975)  -0.51
S (-1.33526, -4.19595, -0.47324)  2.49
O (-1.45432, -3.24780, 0.57610)  -0.91
O (-2.34827, -4.29254, -1.45390)  -0.88
F (-1.18664, -5.62068, 0.14453)  -0.47
H (2.83543, -4.60475, 0.61796)  0.22
H (1.13687, -4.79339, 1.31583)  0.22
H (1.65595, -5.50592, -1.55457)  0.22
H (0.81751, -2.43705, -0.37656)  0.47
C (0.78434, 0.57713, 5.66547)  -0.61
C (0.14315, 1.31870, 4.49682)  -0.40
C (-0.93790, 0.50957, 3.78141)  -0.40
C (-0.45009, -0.78649, 3.13249)  -0.40
C (0.66924, -0.61616, 2.10760)  -0.39
C (0.26246, 0.22463, 0.90134)  -0.63
H (1.28857, -0.33355, 5.33797)  0.20
H (1.52839, 1.20114, 6.16234)  0.21
H (0.03311, 0.29773, 6.40726)  0.20
H (0.91764, 1.62319, 3.78708)  0.19
H (-0.30682, 2.24283, 4.86871)  0.20
H (-1.40968, 1.14191, 3.02418)  0.20
H (-1.72793, 0.26090, 4.49671)  0.20
H (-1.29884, -1.27480, 2.64526)  0.21
H (-0.11299, -1.47866, 3.90950)  0.20
H (0.96742, -1.61297, 1.76101)  0.18
H (1.55536, -0.18033, 2.57752)  0.20
H (-0.59632, -0.22080, 0.39350)  0.21
H (1.07792, 0.29544, 0.17770)  0.21
H (-0.00224, 1.24325, 1.18898)  0.21
C (-1.52919, 4.40860, -3.47869)  -0.61
C (-1.21557, 3.38865, -2.38886)  -0.40
C (0.25658, 2.98309, -2.33972)  -0.40
C (0.77924, 2.29693, -3.60394)  -0.40
C (0.01920, 1.03370, -4.00689)  -0.40
C (0.08499, -0.06829, -2.95535)  -0.61
H (-1.31528, 4.01459, -4.47343)  0.20
H (-2.58325, 4.68872, -3.45869)  0.21
H (-0.93895, 5.31741, -3.34203)  0.20
H (-1.84505, 2.50457, -2.52192)  0.20
H (-1.48906, 3.81207, -1.41860)  0.20
H (0.41285, 2.32784, -1.47788)  0.20
H (0.86423, 3.87440, -2.15190)  0.20
H (1.83289, 2.04266, -3.44889)  0.20
H (0.76254, 3.00345, -4.43858)  0.20
H (0.44121, 0.65991, -4.94362)  0.20
H (-1.02614, 1.27397, -4.22002)  0.19
H (1.12026, -0.35267, -2.75374)  0.20
H (-0.44362, -0.96224, -3.28562)  0.22
H (-0.36970, 0.24820, -2.01597)  0.20

Computed properties:
- Energy: -36218.4289 eV
- Largest force on an atom: 1.888 eV Å⁻¹


[4]
The following is a DFT calculation (the ωB97M-V functional and the def2-TZVPD basis) of a structure of composition C18H18ClOSc at a distorted geometry.

Each line ends with the natural charge from an NBO analysis.
Atoms and positions in Å:
C (1.91360, 0.19164, 1.89234)  -0.34
C (2.65559, -0.33721, 0.77720)  -0.28
C (2.32396, 0.43757, -0.38050)  -0.36
H (3.41804, -1.11876, 0.80005)  0.25
C (1.40593, 1.46777, 0.01714)  -0.33
C (1.15180, 1.30763, 1.42012)  -0.33
H (0.57945, 1.97640, 2.06535)  0.24
H (1.99959, -0.11330, 2.93934)  0.25
H (2.80457, 0.33933, -1.35510)  0.24
H (1.04743, 2.28040, -0.60697)  0.26
C (-1.70416, -1.42617, -1.04678)  -0.37
C (-1.88419, -2.05547, 0.23381)  -0.25
C (-1.98892, -1.02495, 1.22634)  -0.38
H (-2.01976, -3.11343, 0.42622)  0.25
C (-2.05044, 0.23423, 0.53136)  -0.32
C (-1.87910, -0.01094, -0.86561)  -0.31
H (-1.94296, 0.73912, -1.65101)  0.25
H (-1.63223, -1.94393, -2.00776)  0.24
H (-2.17579, -1.18592, 2.29191)  0.25
H (-2.27599, 1.18916, 0.99961)  0.24
Sc (0.24117, -0.72757, 0.36813)  1.28
O (0.11348, 2.47325, -2.78026)  -0.51
C (0.95139, 1.92223, -3.82945)  -0.10
C (0.77883, 3.42692, -3.69359)  0.04
H (1.89113, 1.49043, -3.47576)  0.19
H (0.41776, 1.46967, -4.67347)  0.19
H (1.59033, 3.98765, -3.20990)  0.20
H (1.01473, 6.02988, -4.51232)  0.21
C (0.23738, 5.47905, -5.04858)  -0.19
C (-0.06044, 4.14732, -4.66437)  -0.08
C (-1.10516, 3.46523, -5.31515)  -0.19
H (-1.34021, 2.45091, -5.00887)  0.21
C (-1.85297, 4.09602, -6.30514)  -0.21
H (-2.67296, 3.55069, -6.76449)  0.22
C (-1.53329, 5.40064, -6.70283)  -0.21
H (-2.10710, 5.87115, -7.50392)  0.22
C (-0.46968, 6.08709, -6.08507)  -0.21
H (-0.20404, 7.08969, -6.42502)  0.22
Cl (0.99739, -2.80897, 1.13984)  -0.49

Computed properties:
- Energy: -54229.4717 eV
- Largest force on an atom: 2.104 eV Å⁻¹


Which of these has the lowest energy?
C16H47CrO15


Which of these has the highest energy?
C7H10


Which formula does entry 3 have?
C14H32FNO3S


largest force on an atom of number 1 (C7H10)?
0.219 eV Å⁻¹